(1)
{
  "formula": "C57H60O10S",
  "method": "ωB97M-V/def2-TZVPD",
  "homo_energy_ev": -9.208,
  "total_charge": 0,
  "fmax_ev_per_a": 5.35,
  "e_tot_ev": -91381.9834,
  "gap_ev": 7.5,
  "smiles": "CCOCCC1=CC(=O)c2c(CCCCCCCCOC)cc(S(C)(=O)=O)c(CCC(C)C)c2C1=O.O=C1c2ccccc2C(=O)c2ccccc21.O=C1c2ccccc2C(=O)c2ccccc21",
  "elements": ["C", "C", "O", "C", "C", "C", "C", "C", "O", "C", "C", "C", "C", "C", "C", "C", "C", "C", "C", "O", "C", "C", "C", "S", "C", "O", "O", "C", "C", "C", "C", "C", "C", "C", "C", "O", "H", "H", "H", "H", "H", "H", "H", "H", "H", "H", "H", "H", "H", "H", "H", "H", "H", "H", "H", "H", "H", "H", "H", "H", "H", "H", "H", "H", "H", "H", "H", "H", "H", "H", "H", "H", "H", "H", "H", "H", "H", "H", "H", "H", "O", "C", "C", "C", "C", "C", "C", "C", "C", "O", "C", "C", "C", "C", "C", "C", "H", "H", "H", "H", "H", "H", "H", "H", "O", "C", "C", "C", "C", "C", "C", "C", "C", "O", "C", "C", "C", "C", "C", "C", "H", "H", "H", "H", "H", "H", "H", "H"],
  "positions_angstrom": [[8.527, -4.575, -3.900], [6.955, -4.789, -3.522], [6.242, -3.539, -3.596], [4.882, -3.659, -3.120], [4.809, -3.824, -1.520], [4.150, -2.595, -0.746], [4.948, -1.448, -0.517], [4.451, -0.141, 0.290], [5.360, 0.624, 0.697], [2.893, 0.017, 0.529], [2.280, 1.361, 0.986], [3.067, 2.725, 1.227], [2.789, 3.679, -0.044], [4.093, 4.365, -0.676], [4.905, 3.224, -1.484], [5.888, 3.895, -2.610], [7.405, 3.414, -2.234], [8.049, 4.510, -1.246], [8.480, 3.952, 0.194], [7.739, 2.787, 0.634], [7.399, 2.941, 2.049], [0.723, 1.409, 1.239], [-0.232, 0.212, 1.022], [-2.026, 0.500, 1.393], [-2.330, -0.031, 3.137], [-2.977, -0.076, 0.380], [-2.211, 2.017, 1.368], [0.380, -1.134, 0.513], [-0.628, -2.343, 0.249], [-0.773, -2.776, -1.291], [-0.651, -1.577, -2.352], [-0.399, -2.292, -3.803], [-2.024, -0.729, -2.540], [1.935, -1.221, 0.295], [2.630, -2.589, -0.196], [2.065, -3.717, -0.150], [8.730, -3.509, -4.286], [8.865, -5.305, -4.726], [9.191, -4.796, -2.979], [6.970, -5.253, -2.462], [6.570, -5.604, -4.227], [4.220, -2.795, -3.461], [4.467, -4.648, -3.563], [5.907, -3.884, -1.154], [4.332, -4.817, -1.178], [6.034, -1.454, -0.905], [4.161, 2.612, 1.520], [2.550, 3.236, 2.130], [2.088, 4.536, 0.301], [2.160, 3.077, -0.802], [3.744, 5.123, -1.480], [4.711, 4.907, 0.115], [4.219, 2.435, -1.971], [5.581, 2.705, -0.724], [5.640, 3.378, -3.614], [5.784, 5.029, -2.658], [7.432, 2.341, -1.841], [7.981, 3.415, -3.226], [8.988, 4.920, -1.782], [7.321, 5.390, -1.133], [8.238, 4.796, 0.954], [9.620, 3.794, 0.283], [6.598, 3.745, 2.219], [6.961, 1.957, 2.464], [8.327, 3.218, 2.663], [0.262, 2.411, 1.580], [-1.860, 0.777, 3.821], [-1.838, -1.029, 3.417], [-3.463, -0.015, 3.297], [-1.667, -2.195, 0.722], [-0.179, -3.258, 0.801], [-1.844, -3.204, -1.408], [-0.067, -3.610, -1.620], [0.245, -0.885, -2.200], [-0.081, -1.480, -4.542], [0.510, -2.976, -3.648], [-1.340, -2.870, -4.136], [-1.996, 0.287, -2.000], [-2.952, -1.288, -2.185], [-2.137, -0.470, -3.663], [-6.053, 0.410, 6.870], [-5.395, 0.802, 7.818], [-5.717, 0.355, 9.192], [-6.770, -0.538, 9.399], [-7.053, -0.993, 10.681], [-6.287, -0.561, 11.762], [-5.249, 0.342, 11.562], [-4.965, 0.807, 10.277], [-3.869, 1.782, 10.077], [-3.248, 2.218, 11.031], [-3.534, 2.213, 8.702], [-2.480, 3.104, 8.496], [-2.136, 3.489, 7.205], [-2.844, 2.986, 6.115], [-3.904, 2.109, 6.318], [-4.256, 1.724, 7.612], [-7.367, -0.883, 8.560], [-7.870, -1.691, 10.839], [-6.501, -0.926, 12.761], [-4.659, 0.679, 12.408], [-1.922, 3.496, 9.341], [-1.313, 4.179, 7.047], [-2.569, 3.280, 5.106], [-4.453, 1.724, 5.463], [-5.411, -3.710, -5.078], [-5.941, -2.730, -5.572], [-5.987, -1.447, -4.833], [-5.399, -1.357, -3.571], [-5.402, -0.146, -2.887], [-5.991, 0.978, -3.462], [-6.593, 0.888, -4.712], [-6.597, -0.327, -5.398], [-7.256, -0.418, -6.720], [-7.837, 0.546, -7.190], [-7.193, -1.694, -7.467], [-7.779, -1.783, -8.731], [-7.697, -2.967, -9.455], [-7.029, -4.066, -8.920], [-6.456, -3.986, -7.655], [-6.541, -2.801, -6.923], [-4.934, -2.229, -3.121], [-4.941, -0.077, -1.907], [-5.982, 1.926, -2.933], [-7.054, 1.766, -5.152], [-8.297, -0.928, -9.155], [-8.150, -3.032, -10.439], [-6.956, -4.988, -9.490], [-5.939, -4.848, -7.243]],
  "forces_ev_per_a": [[-0.008, -0.008, 0.014], [1.915, -0.914, 0.196], [-0.528, -0.741, 0.461], [-0.804, -1.648, 0.300], [0.279, 0.045, 1.099], [0.946, 2.714, 0.492], [-1.723, -1.221, -0.123], [1.973, -0.412, -0.075], [-3.431, -2.011, -1.068], [-3.144, 0.610, 0.538], [-1.794, -2.717, 0.075], [-1.220, 0.058, 0.394], [-0.485, 1.030, 0.369], [-1.131, -1.298, -1.426], [0.839, 1.173, 0.360], [0.258, -2.565, 0.579], [-0.371, 1.266, -1.117], [0.567, -0.606, -0.319], [0.049, 1.589, 0.637], [0.116, 1.145, 1.095], [-0.221, -0.520, 0.524], [0.768, -2.149, -0.883], [4.966, -0.155, -0.677], [-2.435, 3.998, -2.596], [0.335, 0.136, 1.012], [2.567, -0.257, 2.776], [1.258, -3.690, 0.983], [1.020, 1.943, 0.636], [1.059, -1.111, 0.531], [-0.815, 0.649, -0.423], [-1.035, -0.796, -1.668], [0.637, 0.434, 1.181], [0.650, 0.787, -0.193], [-0.661, 1.927, 0.418], [-0.335, -2.315, -0.079], [1.432, 3.976, -0.080], [-0.421, -1.640, 0.731], [-0.681, 1.121, 1.271], [-1.095, 0.565, -1.514], [-0.427, 0.882, -1.526], [-0.067, 1.328, 0.811], [1.321, -1.000, 0.290], [0.377, 1.661, 0.540], [-1.792, 0.237, -0.542], [0.490, 1.693, -0.729], [-1.850, 0.285, 0.922], [-1.483, -0.169, -0.806], [0.849, -0.972, -1.353], [1.037, -1.417, -0.451], [1.331, 1.053, 0.877], [0.461, -0.993, 1.496], [-0.710, -0.843, -1.079], [0.839, 1.405, 0.842], [-0.998, 0.450, -1.079], [0.240, 1.256, 1.421], [0.210, -1.593, -0.065], [-0.199, 1.650, -0.340], [-0.579, -0.002, 1.498], [-1.423, -0.506, 1.088], [1.026, -1.363, -0.045], [0.519, -1.141, -1.233], [-1.700, -0.115, -0.311], [1.118, -0.889, -0.441], [0.835, 1.447, -0.995], [-1.224, -0.396, -0.840], [0.811, -1.854, -0.620], [-0.705, -1.204, -1.372], [-0.920, 1.335, -0.759], [1.642, -0.192, -0.442], [1.736, 0.319, -0.866], [-0.663, 1.497, -0.871], [1.708, 0.625, 0.165], [-0.723, 1.226, 0.897], [-1.238, -0.952, 0.181], [-0.729, -1.210, 0.775], [-1.413, 0.667, -0.555], [1.622, 0.900, 0.409], [-0.073, -1.630, -0.608], [1.428, 0.626, -0.470], [0.061, -0.526, 1.796], [0.204, 0.098, 0.233], [-0.563, -0.330, -0.722], [-0.157, -0.166, 0.299], [-0.089, -0.121, 0.186], [0.112, 0.109, -0.136], [0.121, 0.136, -0.134], [-0.164, -0.157, 0.127], [-0.248, -0.261, 0.129], [0.503, 0.340, 0.825], [-0.168, -0.124, -0.291], [0.173, 0.185, -0.319], [0.116, 0.094, -0.204], [-0.113, -0.117, 0.156], [-0.130, -0.136, 0.101], [0.207, 0.149, -0.125], [0.302, 0.218, -0.168], [0.189, 0.135, 0.011], [0.088, 0.078, -0.031], [0.027, 0.054, -0.104], [-0.002, 0.065, -0.228], [-0.178, -0.159, -0.012], [-0.093, -0.073, 0.028], [-0.061, -0.017, 0.088], [-0.061, -0.001, 0.233], [-0.133, 0.238, -0.153], [0.434, -0.727, 0.456], [0.052, 0.231, 0.269], [-0.024, 0.204, 0.119], [-0.073, -0.101, -0.104], [-0.072, -0.136, -0.184], [0.085, 0.097, 0.213], [0.146, 0.128, 0.294], [-0.448, 0.836, -0.323], [0.157, -0.287, 0.101], [-0.048, -0.282, -0.286], [-0.009, -0.177, -0.179], [0.041, 0.123, 0.174], [0.049, 0.105, 0.205], [-0.083, -0.092, -0.241], [-0.110, -0.134, -0.391], [-0.097, 0.030, -0.214], [-0.030, 0.006, -0.098], [-0.005, -0.107, -0.053], [0.007, -0.226, -0.071], [0.122, -0.025, 0.205], [0.046, 0.019, 0.109], [-0.005, 0.094, 0.076], [-0.055, 0.214, 0.097]]
}

(2)
{
  "formula": "C42H42AsIrN4O4PS2Se",
  "method": "ωB97M-V/def2-TZVPD",
  "homo_energy_ev": [-12.179, -12.268],
  "spin_multiplicity": 2,
  "total_charge": 2,
  "fmax_ev_per_a": 3.21,
  "s_squared": 1.0226,
  "e_tot_ev": -218351.1236,
  "gap_ev": [3.4, 4.3],
  "elements": ["Ir", "O", "C", "C", "C", "C", "C", "C", "C", "O", "N", "N", "C", "S", "C", "C", "S", "H", "H", "H", "H", "H", "H", "H", "H", "H", "C", "C", "As", "C", "C", "C", "C", "C", "C", "C", "C", "C", "C", "C", "C", "P", "C", "C", "C", "C", "C", "C", "C", "C", "C", "C", "C", "C", "H", "H", "H", "H", "H", "H", "H", "H", "H", "H", "H", "H", "H", "H", "H", "H", "H", "H", "H", "H", "H", "H", "H", "H", "O", "C", "O", "H", "C", "N", "C", "C", "N", "C", "C", "Se", "H", "H", "H", "H", "H", "H", "H", "H"],
  "positions_angstrom": [[0.232, -1.355, -0.322], [0.742, -1.127, 4.452], [-0.174, -2.034, 4.790], [-0.363, -2.324, 6.147], [-1.273, -3.281, 6.534], [-2.033, -3.965, 5.580], [-1.868, -3.695, 4.243], [-0.949, -2.724, 3.822], [-0.786, -2.446, 2.403], [-0.024, -1.522, 1.969], [-1.469, -3.226, 1.570], [-1.248, -3.074, 0.277], [-1.851, -3.947, -0.482], [-1.691, -3.978, -2.196], [-3.132, -5.090, -2.414], [-3.097, -6.098, -1.293], [-2.855, -5.165, 0.259], [0.733, -1.014, 3.478], [0.228, -1.783, 6.870], [-1.404, -3.513, 7.580], [-2.750, -4.706, 5.892], [-2.444, -4.216, 3.494], [-3.048, -5.558, -3.392], [-4.028, -4.470, -2.375], [-2.265, -6.796, -1.398], [-4.031, -6.650, -1.208], [-2.204, 2.401, -0.309], [-1.778, 3.728, -0.907], [-1.181, 3.532, -2.788], [-1.029, 5.436, -3.197], [-2.204, 6.185, -3.177], [-2.166, 7.548, -3.403], [-0.956, 8.162, -3.693], [0.215, 7.419, -3.717], [0.179, 6.053, -3.495], [0.661, 2.916, -2.559], [1.269, 2.282, -3.639], [2.566, 1.811, -3.539], [3.262, 1.960, -2.350], [2.656, 2.569, -1.265], [1.360, 3.041, -1.364], [-0.888, 1.046, -0.098], [-2.032, -0.233, -0.818], [-3.175, -0.815, -0.262], [-4.104, -1.431, -1.083], [-3.916, -1.488, -2.456], [-2.784, -0.925, -3.023], [-1.853, -0.301, -2.214], [-0.819, 1.109, 1.729], [-1.903, 0.874, 2.568], [-1.780, 1.065, 3.932], [-0.588, 1.526, 4.469], [0.495, 1.768, 3.639], [0.384, 1.550, 2.277], [-2.990, 1.971, -0.936], [-2.603, 2.555, 0.698], [-1.002, 4.217, -0.313], [-2.638, 4.405, -0.922], [-3.150, 5.692, -2.985], [-3.077, 8.127, -3.368], [-0.929, 9.218, -3.918], [1.159, 7.905, -3.916], [1.092, 5.471, -3.528], [0.717, 2.164, -4.566], [3.033, 1.330, -4.384], [4.282, 1.617, -2.271], [3.197, 2.687, -0.337], [0.912, 3.535, -0.511], [-3.365, -0.768, 0.799], [-4.998, -1.847, -0.643], [-4.660, -1.954, -3.084], [-2.623, -0.963, -4.089], [-0.991, 0.181, -2.662], [-2.848, 0.546, 2.162], [-2.624, 0.857, 4.573], [-0.506, 1.703, 5.531], [1.426, 2.121, 4.054], [1.229, 1.732, 1.624], [1.277, -3.231, -1.343], [1.283, -2.634, -2.434], [0.938, -1.439, -2.532], [1.611, -3.171, -3.342], [5.021, -1.630, 3.049], [5.221, -1.734, 1.630], [6.380, -2.095, 1.016], [6.158, -2.065, -0.324], [4.862, -1.684, -0.516], [4.253, -1.524, -1.806], [4.285, -1.486, 0.685], [2.547, -0.955, 1.120], [5.950, -1.860, 3.565], [4.249, -2.326, 3.376], [4.708, -0.620, 3.316], [7.269, -2.343, 1.560], [6.818, -2.289, -1.137], [4.849, -0.849, -2.418], [3.254, -1.109, -1.696], [4.189, -2.486, -2.314]],
  "forces_ev_per_a": [[0.562, -0.257, 1.309], [0.585, 0.382, -0.284], [-0.861, -0.867, -0.114], [0.196, 0.169, -0.260], [-0.117, -0.036, -0.243], [0.007, -0.047, 0.000], [0.025, 0.121, 0.177], [0.500, 0.591, 0.645], [-1.837, -2.259, -1.341], [1.091, 1.388, -2.410], [0.250, 0.565, 2.182], [0.994, 0.484, -1.879], [0.301, 0.158, 0.270], [-0.089, -0.458, -0.204], [0.165, 0.308, -0.111], [0.209, 0.124, 0.318], [0.048, 0.050, -0.199], [-0.004, 0.014, 0.445], [0.071, 0.020, 0.066], [0.012, 0.049, 0.080], [-0.065, -0.101, 0.048], [-0.041, -0.040, 0.003], [0.033, 0.017, -0.059], [-0.043, -0.100, -0.024], [-0.115, 0.024, -0.054], [-0.019, 0.012, -0.010], [0.151, 1.130, -1.154], [0.504, 0.097, 0.067], [-0.632, -0.041, -0.417], [0.230, -0.202, 0.097], [0.021, -0.320, 0.150], [0.046, 0.048, -0.165], [0.042, 0.009, 0.046], [-0.038, 0.136, -0.186], [-0.019, -0.178, 0.266], [-0.288, 0.259, 0.129], [-0.292, 0.028, -0.070], [0.018, -0.065, -0.028], [0.050, 0.005, 0.094], [0.153, -0.116, 0.192], [0.000, 0.089, 0.041], [-1.197, -1.575, 1.406], [0.908, -0.130, 0.221], [-0.383, -0.270, 0.112], [0.059, 0.136, 0.538], [0.240, 0.283, -0.226], [-0.159, -0.031, -0.044], [0.236, 0.052, -0.162], [0.187, 0.055, -0.309], [-0.067, 0.009, -0.145], [-0.072, -0.025, 0.057], [0.045, 0.096, -0.087], [-0.057, 0.094, 0.075], [-0.023, 0.008, -0.258], [0.213, -0.056, 0.080], [0.327, -0.365, 0.094], [-0.135, 0.035, 0.050], [0.083, -0.100, -0.086], [-0.056, 0.072, 0.028], [-0.060, 0.032, -0.049], [0.028, 0.095, 0.096], [0.049, 0.025, -0.089], [0.051, 0.034, 0.030], [0.049, -0.002, -0.003], [0.054, -0.020, -0.124], [0.119, -0.019, -0.005], [0.097, 0.025, 0.092], [0.024, 0.094, 0.019], [0.059, -0.101, 0.048], [-0.065, -0.062, 0.052], [-0.093, -0.057, -0.082], [-0.004, 0.010, -0.109], [0.011, -0.014, -0.067], [-0.111, 0.029, 0.056], [-0.057, 0.016, 0.074], [0.022, -0.045, 0.083], [0.085, 0.050, 0.032], [0.098, 0.042, -0.007], [-0.269, 0.028, 0.749], [0.545, -1.184, -0.320], [-1.291, 1.368, 1.610], [-0.036, 0.168, 0.155], [-0.329, 0.088, 0.909], [-0.682, 0.062, -0.784], [0.429, -0.063, -0.763], [0.521, -0.206, 0.495], [-0.068, 0.132, 0.920], [-0.403, 0.057, -0.717], [0.201, -0.339, -0.725], [-1.318, 0.275, -0.350], [-0.008, 0.005, -0.105], [0.023, -0.017, -0.043], [0.079, -0.025, -0.012], [0.108, 0.011, 0.132], [0.088, -0.037, -0.150], [0.028, 0.022, 0.071], [0.087, 0.071, 0.045], [-0.010, -0.025, 0.080]]
}

(3)
{
  "formula": "C4H12N2S",
  "method": "ωB97M-V/def2-TZVPD",
  "homo_energy_ev": -9.083,
  "total_charge": 0,
  "fmax_ev_per_a": 2.82,
  "e_tot_ev": -18157.3785,
  "gap_ev": 10.0,
  "e_above_lowest_kcal_mol": 14.76,
  "smiles": "NC[C@@H](N)CCS",
  "elements": ["N", "C", "C", "N", "C", "C", "S", "H", "H", "H", "H", "H", "H", "H", "H", "H", "H", "H", "H"],
  "positions_angstrom": [[-2.032, -0.592, -2.210], [-1.580, -0.524, -0.806], [-0.544, 0.579, -0.720], [-1.161, 1.877, -1.096], [0.048, 0.807, 0.748], [0.534, -0.478, 1.397], [2.392, -0.717, 1.444], [-2.530, -1.475, -2.306], [-2.813, 0.031, -2.374], [-1.087, -1.447, -0.516], [-2.385, -0.216, -0.122], [0.372, 0.316, -1.263], [-1.258, 1.734, -2.102], [-0.536, 2.643, -0.888], [0.918, 1.448, 0.581], [-0.826, 1.221, 1.242], [0.186, -0.473, 2.436], [0.254, -1.397, 0.892], [2.343, -1.818, 0.658]],
  "forces_ev_per_a": [[-0.672, -1.089, 0.189], [0.213, 1.510, -0.404], [1.399, 0.919, 2.275], [0.094, -1.783, -0.648], [-0.774, -1.161, -2.282], [0.777, -0.008, 0.833], [-0.709, -0.121, -0.351], [0.408, -0.220, -0.240], [0.171, 0.649, 0.218], [-0.413, -0.268, -0.085], [0.054, -0.517, 0.084], [-0.380, -0.043, -0.752], [-0.114, 1.010, 0.043], [0.142, 0.047, -0.300], [-0.478, 0.503, 0.501], [0.436, 0.473, 0.710], [0.154, -0.436, -0.239], [-0.584, 0.156, 0.199], [0.276, 0.380, 0.250]]
}